1.
Formula: C28H82B3FO17
Source: OMol25
Level of theory: ωB97M-V/def2-TZVPD

Structure (XYZ):
```
131
Properties=species:S:1:pos:R:3:forces:R:3:lowdin_charge:R:1
C 1.342524 0.394271 1.364758 -0.1 0.5 -0.2 -0.0755
C 1.521931 0.072241 -0.109616 0.1 -0.6 0.2 -0.2458
O 0.550121 0.627798 -0.975812 0.1 0.1 0.2 -0.1386
C 0.297378 2.001928 -0.769755 -0.2 0.3 -0.4 -0.2094
C -0.963173 2.311187 0.066458 0.3 -0.1 -0.2 -0.0139
B -2.165807 1.339853 -0.125851 -0.2 0.1 0.1 -0.4689
O -3.439569 1.853967 -0.405475 0.0 0.0 0.3 0.3117
B -4.552729 1.117567 -0.029974 -0.1 0.0 0.0 -0.6902
O -5.721613 1.749675 0.276038 0.4 0.3 0.2 0.2256
O -4.444787 -0.268923 -0.007647 0.1 0.2 -0.5 0.3581
B -3.212475 -0.644096 -0.498841 -0.2 -0.2 0.3 -0.7231
F -3.137856 -1.520268 -1.498549 0.1 -0.2 0.4 0.2764
O -2.095721 -0.040892 0.012083 0.2 0.1 -0.6 0.3441
H 1.607543 1.432060 1.563325 0.1 0.0 0.1 0.0512
H 2.015162 -0.221479 1.956755 -0.1 0.0 0.1 0.0686
H 0.302023 0.274589 1.671070 0.0 -0.3 0.0 0.0793
H 1.451957 -1.009937 -0.240922 -0.1 0.0 -0.1 0.1176
H 2.535196 0.344824 -0.432565 0.0 0.2 0.0 0.1005
H 0.156860 2.434826 -1.762546 0.0 0.0 0.0 0.1223
H 1.157932 2.523212 -0.343031 0.1 -0.1 0.0 0.1204
H -0.688307 2.360704 1.124465 -0.2 0.0 0.1 0.1123
H -1.302906 3.306424 -0.224417 0.0 0.1 0.1 0.1051
H -6.092177 1.476149 1.118117 -0.3 -0.3 -0.2 0.1172
C -1.076766 -4.601029 -0.995113 0.0 0.0 0.1 -0.0753
C -2.506455 -5.024612 -0.707798 0.0 0.2 -0.1 -0.3118
O -3.014156 -4.429402 0.477822 0.2 0.2 -0.4 -0.0844
H -0.429679 -4.867880 -0.158485 0.0 0.0 0.0 0.0768
H -0.692867 -5.079346 -1.898477 0.0 0.0 0.0 0.0716
H -1.017167 -3.518238 -1.129461 0.0 0.0 -0.1 0.0703
H -2.563634 -6.103565 -0.558658 -0.1 0.0 0.0 0.1008
H -3.151277 -4.756535 -1.555174 0.0 -0.1 0.0 0.0971
H -2.983718 -3.477030 0.340605 0.0 0.0 0.0 0.0686
C -6.067325 -3.689911 -2.965289 0.1 -0.1 0.0 -0.0867
C -6.751397 -4.620188 -3.946937 0.0 -0.1 0.2 -0.3130
O -6.031433 -5.842413 -4.100881 0.0 0.1 0.0 -0.0897
H -5.052061 -3.472456 -3.298078 0.0 0.1 0.0 0.0516
H -6.609393 -2.749669 -2.858600 0.0 0.0 0.0 0.0783
H -5.999075 -4.161154 -1.981241 0.0 0.1 0.0 0.0757
H -6.803213 -4.169971 -4.937591 0.0 0.0 0.0 0.1094
H -7.773066 -4.837981 -3.618299 0.0 0.1 -0.1 0.1080
H -5.989053 -6.263966 -3.236710 0.0 0.0 0.0 0.0796
C -3.443930 -3.918108 -6.093349 0.1 0.0 0.0 -0.0852
C -3.092009 -5.389406 -5.984257 -0.1 0.0 0.2 -0.3136
O -1.944147 -5.598096 -5.161372 0.0 0.0 -0.1 -0.0845
H -2.602736 -3.354122 -6.498413 0.0 0.0 0.0 0.0751
H -4.310406 -3.768971 -6.739947 0.0 0.0 0.0 0.0747
H -3.675058 -3.503850 -5.109333 -0.1 0.0 0.0 0.0532
H -2.842472 -5.793970 -6.964709 0.1 0.0 0.0 0.1107
H -3.937550 -5.952515 -5.581415 -0.1 0.0 -0.1 0.0904
H -2.149676 -5.256644 -4.285278 0.0 0.0 0.0 0.0620
C -3.084351 6.747461 1.932355 0.1 0.0 0.0 -0.0903
C -2.704294 5.279474 1.924203 0.0 0.0 0.2 -0.3204
O -1.521335 5.028134 2.679773 0.0 0.0 -0.1 -0.0864
H -2.268320 7.350267 1.532587 0.0 0.0 0.0 0.0756
H -3.978234 6.924432 1.332871 0.0 0.0 0.0 0.0742
H -3.281554 7.090333 2.951072 -0.1 0.0 0.0 0.0714
H -2.491486 4.942349 0.911453 0.0 0.0 0.0 0.0992
H -3.523741 4.668812 2.318935 -0.1 0.0 -0.1 0.1114
H -1.684829 5.301082 3.587907 0.0 0.0 0.0 0.0751
C 5.800709 -2.243654 1.718443 -0.1 0.0 0.1 -0.0865
C 5.405993 -0.863217 1.231667 0.1 0.1 0.2 -0.3244
O 4.503534 -0.208310 2.117414 -0.1 -0.1 0.0 -0.0924
H 4.915849 -2.868734 1.843776 0.0 0.0 0.0 0.0764
H 6.475482 -2.728502 1.012028 0.0 0.0 0.0 0.0752
H 6.304684 -2.183198 2.686197 0.0 0.0 0.0 0.0724
H 4.886219 -0.923995 0.276206 0.0 0.0 0.0 0.1045
H 6.292649 -0.232674 1.101982 0.0 -0.1 -0.2 0.1074
H 4.927401 -0.117836 2.976215 0.0 0.0 0.0 0.0827
C 4.714129 2.343796 -0.427158 0.0 0.0 -0.1 -0.0800
C 6.056365 2.944001 -0.064769 -0.1 0.1 -0.1 -0.3138
O 7.025358 2.770794 -1.096725 0.0 0.0 0.1 -0.0823
H 4.819762 1.279584 -0.638912 0.0 0.0 0.0 0.0594
H 3.997592 2.467614 0.386574 0.0 0.0 0.0 0.0756
H 4.305944 2.822108 -1.321423 -0.1 0.1 0.1 0.0599
H 6.471581 2.458438 0.818638 0.0 0.0 0.0 0.1033
H 5.945006 4.011529 0.156231 0.0 0.0 0.1 0.1094
H 6.691177 3.203278 -1.888805 0.0 0.0 0.0 0.0640
C 4.308793 4.049266 -4.442881 -0.1 -0.1 0.2 -0.0877
C 2.875597 3.692501 -4.096749 0.0 0.1 0.0 -0.3163
O 2.447206 4.315751 -2.888142 0.0 -0.1 0.1 -0.0911
H 4.975745 3.753290 -3.630789 0.0 -0.1 0.0 0.0579
H 4.624524 3.544577 -5.357827 0.0 0.0 0.0 0.0806
H 4.426319 5.121150 -4.585217 0.0 0.0 -0.1 0.0493
H 2.764474 2.620699 -3.933517 0.0 0.0 0.0 0.1110
H 2.207607 3.981902 -4.915635 0.0 -0.1 0.0 0.1079
H 2.516981 5.268400 -3.003320 0.0 0.0 0.0 0.0794
C 6.586423 8.555953 -6.320204 -0.1 -0.1 0.0 -0.0934
C 6.622864 7.763280 -5.027876 0.1 -0.1 -0.1 -0.3150
O 6.196299 6.415194 -5.210681 0.1 0.2 0.0 -0.0980
H 5.579689 8.553572 -6.739051 0.0 0.0 0.0 0.0753
H 6.894353 9.588976 -6.154139 0.0 0.0 0.0 0.0737
H 7.255838 8.115272 -7.062680 0.0 0.0 0.0 0.0721
H 5.943791 8.193586 -4.292781 0.0 0.0 0.0 0.1121
H 7.632770 7.775507 -4.604747 0.0 0.1 0.1 0.1088
H 6.788260 6.000520 -5.846354 0.0 0.0 0.0 0.0868
C -4.378182 -7.016584 4.568506 0.0 0.1 0.0 -0.0904
C -4.253523 -6.983554 3.056502 0.3 0.0 0.1 -0.3276
O -3.578880 -5.824554 2.583680 -0.3 -0.3 0.4 -0.0902
H -4.908183 -6.131521 4.922636 0.0 0.0 0.0 0.0740
H -4.916703 -7.905107 4.900853 0.0 0.0 0.0 0.0732
H -3.390100 -7.019899 5.035170 0.0 -0.1 0.0 0.0712
H -5.242458 -6.964728 2.596601 0.0 0.0 0.0 0.1129
H -3.728702 -7.878688 2.702164 -0.1 -0.1 0.0 0.1024
H -2.693357 -5.821564 2.960011 0.0 0.1 -0.1 0.0831
C 1.364125 2.991111 5.541400 0.0 -0.1 -0.1 -0.0900
C 1.653119 2.010832 4.420966 0.3 0.2 0.1 -0.3153
O 2.502594 2.600465 3.438031 -0.1 0.0 0.0 -0.0951
H 0.898642 3.889714 5.140181 0.0 0.0 0.0 0.0665
H 0.698066 2.561277 6.290519 0.0 0.0 0.0 0.0812
H 2.288587 3.293241 6.040391 0.0 0.0 0.0 0.0665
H 0.735026 1.729693 3.907362 0.0 0.0 -0.1 0.1045
H 2.120020 1.096897 4.805649 -0.1 0.0 0.0 0.1110
H 3.327586 2.845543 3.867283 0.0 0.0 0.0 0.0793
C 2.107321 7.054997 8.677094 -0.1 0.0 0.0 -0.0931
C 1.826898 5.664758 8.139160 0.0 0.1 -0.1 -0.3312
O 0.704857 5.640646 7.264061 0.0 0.1 0.1 -0.0928
H 1.234694 7.439818 9.205486 0.0 0.0 0.0 0.0755
H 2.956224 7.046115 9.361976 0.0 0.0 0.0 0.0737
H 2.333527 7.746078 7.861625 0.1 0.0 0.0 0.0728
H 1.586805 4.979222 8.950981 0.0 0.0 0.0 0.1134
H 2.710099 5.277983 7.617738 0.0 0.0 0.1 0.1015
H 0.893660 6.227751 6.525127 0.0 0.0 0.0 0.0812
C -2.816437 -9.815110 -0.805432 0.0 0.0 0.1 -0.0874
C -4.246965 -10.242944 -0.537345 0.0 0.2 0.0 -0.3215
O -4.762554 -9.670931 0.660155 0.0 0.0 0.0 -0.0890
H -2.174485 -10.094383 0.030735 0.0 0.0 0.0 0.0762
H -2.431223 -10.279412 -1.714108 0.0 0.0 0.0 0.0747
H -2.753964 -8.730437 -0.924212 0.0 0.0 -0.1 0.0582
H -4.308215 -11.322177 -0.403824 0.0 0.0 0.0 0.1104
H -4.886661 -9.969034 -1.383758 0.0 -0.1 0.0 0.1070
H -4.731826 -8.712863 0.568801 0.0 0.0 0.0 0.0644
```
Forces are in eV/Å.

Values from the calculation:
HOMO level: -9.093 eV
E_tot: -2569.757447 Ha
orbital gap: 9.430 eV
spin multiplicity: 1
total charge: 0

2.
Formula: BrHI2OP
Source: OMol25
Level of theory: ωB97M-V/def2-TZVPD

Structure (XYZ):
```
6
Properties=species:S:1:pos:R:3:forces:R:3:nbo_charge:R:1
O -0.854900 0.890129 -0.128661 -1.1 0.0 -0.6 -1.0566
P 0.160655 -0.222432 0.018220 3.2 1.0 -1.3 0.9760
Br 1.487129 -0.191133 -2.122413 -0.9 -0.1 1.3 -0.1399
I -1.185901 -2.350380 0.176082 -1.1 -1.6 0.2 0.5384
I 1.578948 0.119784 1.960549 -0.3 0.0 -0.1 0.0954
H -1.185931 1.754032 0.096223 0.1 0.6 0.4 0.5866
```
Forces are in eV/Å.

Values from the calculation:
HOMO level (spin up / spin down): -12.514 / -14.291 eV
E_tot: -3586.268761 Ha
orbital gap (spin up / spin down): 7.542 / 5.130 eV
spin multiplicity: 3
total charge: +1

3.
Formula: CH3O2Si
Source: OMol25
Level of theory: ωB97M-V/def2-TZVPD

Structure (XYZ):
```
7
Properties=species:S:1:pos:R:3:forces:R:3:nbo_charge:R:1
C 2.184432 -0.918217 -0.230424 -4.2 -1.0 -2.1 0.1893
O 0.279599 -0.132011 0.885950 2.6 -0.6 2.0 -0.9881
O 2.972658 -0.494025 0.501970 3.7 1.4 2.5 -0.6542
Si -0.960429 0.253352 0.055654 -3.2 0.6 -2.5 1.2511
H -1.397039 -0.862868 -0.830154 -0.6 -0.5 0.5 -0.2661
H -2.210641 1.035804 0.717076 1.2 -1.1 0.0 -0.2518
H -0.868577 1.117968 -1.100069 0.6 1.2 -0.5 -0.2801
```
Forces are in eV/Å.

Values from the calculation:
HOMO level (spin up / spin down): -0.004 / -5.480 eV
E_tot: -479.715394 Ha
orbital gap (spin up / spin down): 4.314 / 7.018 eV
spin multiplicity: 3
total charge: -1
relative energy (zero: lowest compared OMol25 entry of this formula, charge and spin): 33.8 kcal/mol

Among the records above, which one has the lowest E_tot?
BrHI2OP

What is the formula in the first record?
C28H82B3FO17

What is the spin multiplicity in the first record?
1

Among the records above, which one has the highest E_tot?
CH3O2Si